Density functional theory data (the ωB97M-V functional and the def2-TZVPD basis) for a cluster of 3 separate species, C20H44N2O3 in total.

Geometry as XYZ:
```
69
Properties=species:S:1:pos:R:3:nbo_charge:R:1
C -7.354 1.998 1.107 -0.655
C -5.915 2.643 1.413 0.164
C -6.100 4.145 1.726 -0.625
C -5.402 1.970 2.780 -0.403
C -4.832 0.566 2.666 -0.398
C -3.844 0.671 1.445 -0.411
C -4.175 1.190 0.042 0.142
C -2.867 1.695 -0.692 -0.615
C -4.917 0.196 -0.833 -0.649
N -4.988 2.420 0.276 -0.221
O -5.318 3.050 -0.919 -0.559
H -7.339 0.949 0.813 0.199
H -8.024 2.114 1.959 0.212
H -7.741 2.475 0.207 0.205
H -6.682 4.539 0.893 0.219
H -6.508 4.353 2.716 0.212
H -5.098 4.573 1.724 0.221
H -4.730 2.665 3.285 0.204
H -6.274 2.040 3.430 0.204
H -4.240 0.272 3.533 0.221
H -5.653 -0.122 2.464 0.201
H -3.566 -0.363 1.241 0.204
H -2.957 1.209 1.781 0.212
H -2.999 2.489 -1.428 0.236
H -2.302 0.885 -1.154 0.198
H -2.255 2.187 0.063 0.210
H -5.810 -0.109 -0.287 0.211
H -4.171 -0.589 -0.957 0.219
H -5.154 0.561 -1.832 0.207
H -5.863 2.401 -1.371 0.438
C 3.673 0.019 0.656 -0.644
C 3.796 -1.474 0.980 0.116
C 2.369 -1.941 1.343 -0.605
C 4.135 -2.279 -0.325 -0.398
C 5.612 -2.271 -0.702 -0.400
C 6.457 -2.857 0.376 -0.402
C 6.209 -2.219 1.772 0.125
C 6.789 -3.161 2.791 -0.615
C 6.928 -0.849 1.747 -0.646
N 4.710 -2.028 2.006 -0.203
O 4.400 -1.541 3.250 -0.572
H 4.588 0.284 0.125 0.198
H 2.813 0.330 0.063 0.221
H 3.690 0.632 1.557 0.223
H 1.899 -1.303 2.091 0.209
H 1.743 -1.860 0.454 0.204
H 2.316 -2.908 1.843 0.213
H 3.880 -3.325 -0.158 0.201
H 3.558 -2.026 -1.214 0.209
H 5.804 -2.793 -1.639 0.213
H 5.841 -1.218 -0.867 0.192
H 7.478 -2.628 0.072 0.212
H 6.341 -3.938 0.457 0.203
H 6.355 -3.019 3.781 0.209
H 7.850 -2.919 2.845 0.217
H 6.580 -4.211 2.584 0.213
H 7.990 -1.054 1.611 0.204
H 7.014 -0.335 2.704 0.219
H 6.512 -0.103 1.070 0.215
H 4.306 -2.361 3.740 0.466
C -0.093 0.175 -7.707 -0.618
C 0.253 0.572 -6.343 -0.064
O 0.746 -0.608 -5.701 -0.740
H -0.351 1.098 -8.227 0.205
H -0.928 -0.523 -7.778 0.211
H 0.729 -0.159 -8.339 0.213
H -0.672 0.901 -5.869 0.160
H 0.950 1.408 -6.399 0.160
H 0.808 -0.580 -4.743 0.473
```

Computed properties:
**Structure (SMILES)**: CC1(C)CCCC(C)(C)N1O.CC1(C)CCCC(C)(C)N1O.CCO
**Largest force on an atom**: 3.01 eV/A
**Energy relative to the best compared isomer or geometry (same formula, charge and spin)**: 152.7 kJ/mol
**E_tot**: -30571.7594 eV
**HOMO-LUMO gap**: 8.298 eV
**LUMO level**: 0.32 eV


Density functional theory data (the ωB97M-V functional and the def2-TZVPD basis) for a structure of composition C47H42N8O3SSr.

Geometry as XYZ:
```
102
Properties=species:S:1:pos:R:3:nbo_charge:R:1
Sr -1.431 0.260 0.075 1.795
C 6.590 0.280 1.185 -0.255
O 5.363 -0.223 1.674 -0.508
C 4.795 0.427 2.727 0.375
C 3.645 -0.156 3.256 -0.262
C 2.969 0.452 4.292 -0.202
C 3.437 1.653 4.834 0.018
C 4.619 2.186 4.352 -0.180
C 5.293 1.597 3.287 -0.335
N 2.842 2.300 5.977 -0.140
N 1.609 2.397 6.109 -0.110
C 0.703 2.040 5.061 -0.029
C -0.375 1.268 5.424 -0.164
C -1.273 0.750 4.487 -0.318
C -1.145 1.027 3.130 0.378
O -1.927 0.531 2.224 -0.898
C -0.097 1.955 2.752 0.053
N -0.045 2.308 1.431 -0.498
C 0.850 3.189 1.052 0.051
C 1.729 3.824 1.946 -0.267
C 1.700 3.472 3.262 -0.144
C 0.803 2.474 3.709 -0.020
H 6.908 -0.405 0.403 0.197
H 7.352 0.309 1.967 0.181
H 6.471 1.282 0.763 0.171
H 3.293 -1.091 2.838 0.231
H 2.073 -0.006 4.689 0.234
H 5.005 3.091 4.806 0.221
H 6.205 2.048 2.925 0.218
H -0.472 1.007 6.472 0.223
H -2.077 0.093 4.795 0.221
H 0.874 3.433 -0.003 0.202
H 2.415 4.579 1.585 0.216
H 2.349 3.970 3.968 0.221
C 4.392 0.849 -2.130 -0.406
N 3.326 0.496 -3.051 -0.364
C 3.486 0.134 -4.373 -0.054
C 2.277 -0.169 -4.853 -0.078
N 1.347 0.015 -3.822 -0.389
C 2.017 0.448 -2.689 0.281
S 1.512 0.843 -1.151 -0.317
C -0.020 -0.398 -3.953 0.385
C -0.360 -1.210 -5.035 -0.261
C -1.661 -1.650 -5.146 -0.131
C -2.589 -1.268 -4.194 -0.265
C -2.157 -0.445 -3.175 0.098
N -0.897 -0.011 -3.046 -0.492
H 5.323 0.897 -2.690 0.206
H 4.471 0.105 -1.338 0.231
H 4.181 1.810 -1.667 0.230
H 4.446 0.127 -4.858 0.230
H 2.000 -0.464 -5.845 0.234
H 0.373 -1.536 -5.755 0.219
H -1.940 -2.301 -5.964 0.223
H -3.615 -1.606 -4.234 0.225
H -2.852 -0.113 -2.415 0.201
C -5.964 1.116 -1.361 -0.709
C -4.747 1.357 -0.509 0.721
O -3.794 0.580 -0.533 -0.723
N -4.774 2.468 0.249 -0.583
C -3.647 2.933 1.049 -0.283
C -2.678 3.763 0.235 0.220
C -2.306 5.041 0.620 -0.253
C -1.430 5.754 -0.185 -0.152
C -0.954 5.165 -1.344 -0.270
C -1.367 3.874 -1.642 0.052
N -2.214 3.186 -0.878 -0.473
H -5.983 0.071 -1.657 0.248
H -5.898 1.735 -2.258 0.239
H -6.884 1.366 -0.833 0.226
H -5.547 3.098 0.116 0.398
H -3.129 2.056 1.449 0.275
H -4.035 3.504 1.889 0.214
H -2.695 5.471 1.536 0.223
H -1.127 6.756 0.089 0.221
H -0.269 5.687 -1.998 0.224
H -0.999 3.360 -2.524 0.208
C -2.108 -7.269 1.490 -0.239
C -3.112 -6.425 1.948 -0.215
C -3.065 -5.070 1.656 -0.239
C -2.030 -4.520 0.895 0.031
C -1.031 -5.383 0.442 -0.239
C -1.070 -6.738 0.734 -0.201
C -1.992 -3.048 0.668 -0.320
C -1.473 -2.344 -0.353 -0.508
C -0.982 -2.995 -1.579 0.060
C 0.299 -2.714 -2.081 -0.289
C 0.756 -3.269 -3.270 -0.217
C -0.066 -4.100 -4.022 -0.287
C -1.349 -4.372 -3.556 -0.208
C -1.796 -3.836 -2.359 -0.277
H -2.128 -8.325 1.730 0.205
H -3.926 -6.823 2.542 0.204
H -3.849 -4.413 2.018 0.204
H -0.211 -4.984 -0.141 0.217
H -0.277 -7.385 0.378 0.204
H -2.451 -2.501 1.499 0.182
H 0.944 -2.054 -1.511 0.212
H 1.760 -3.045 -3.618 0.198
H 0.285 -4.523 -4.955 0.202
H -2.002 -5.020 -4.131 0.203
H -2.797 -4.058 -2.006 0.213
```

Computed properties:
**Largest force on an atom**: 1.81 eV/A
**E_tot**: -79155.8868 eV
**HOMO-LUMO gap**: 6.510 eV
**LUMO level**: 0.23 eV